{"formula": "C22H26N2O4", "method": "wB97M-V/def2-TZVPD", "energy_ev": -34405.703, "smiles": "CC(=O)c1ccc(OCc2cc(C(=O)N3CC[C@@H]4CCCC[C@H]4C3)no2)cc1", "lumo_ev": 0.25, "de_lowest_kcal_mol": 70.7, "elements": ["O", "O", "O", "O", "N", "N", "C", "C", "C", "C", "C", "C", "C", "C", "C", "C", "C", "C", "C", "C", "C", "C", "C", "C", "C", "C", "C", "C", "H", "H", "H", "H", "H", "H", "H", "H", "H", "H", "H", "H", "H", "H", "H", "H", "H", "H", "H", "H", "H", "H", "H", "H", "H", "H"], "xyz": [[0.91665, 2.25603, -1.90820], [-3.50247, -0.29549, 2.42504], [-1.76746, -3.47013, -0.15408], [-4.59352, 2.06048, 1.17546], [-0.11151, -2.40781, 0.95387], [-2.45475, -1.14358, 2.37805], [3.56221, -1.85825, -2.31599], [1.70067, -2.13875, -0.66227], [-3.47944, -1.14448, 0.39026], [-0.82617, 2.79603, -0.42601], [-5.15928, 0.76975, 1.00058], [-4.11710, -0.27744, 1.23047], [2.79475, -2.85441, -1.45134], [1.19178, -0.34784, 1.00119], [3.07859, -0.03985, -0.65997], [2.30560, -1.03224, 0.20779], [0.91482, -3.11798, 0.21714], [1.45071, 3.94581, -0.32170], [-1.26096, 3.41854, 0.74534], [-1.72114, 1.97286, -1.11082], [0.54147, 2.93678, -0.97687], [-2.41428, -1.65836, 1.17480], [-2.52341, 3.17397, 1.24031], [0.41679, -1.38126, 1.82144], [4.16776, -0.75597, -1.45279], [-1.40145, -2.60225, 0.62207], [-3.39030, 2.30504, 0.57667], [-2.98955, 1.73293, -0.62911], [-5.95032, 0.71118, 1.75278], [0.42439, -3.87924, -0.39178], [0.50869, 0.15518, 0.31234], [-1.39319, 1.51629, -2.03299], [2.39054, 3.98667, -0.86625], [-0.60529, 4.07471, 1.29528], [1.00122, -1.67854, -1.36890], [-2.85847, 3.62672, 2.16007], [4.34994, -2.37614, -2.86687], [4.89345, -1.19377, -0.76239], [-3.70298, -1.40079, -0.62271], [-0.39165, -0.91828, 2.38441], [-3.66164, 1.10353, -1.18990], [4.69608, -0.03896, -2.08362], [2.88133, -1.41105, -3.04280], [1.64820, 3.65040, 0.70666], [0.98698, 4.92926, -0.32001], [2.39152, 0.45590, -1.34833], [3.00450, -1.49353, 0.91702], [-5.59624, 0.64674, 0.00258], [3.48392, -3.34090, -0.75630], [1.09603, -1.86397, 2.53378], [3.52607, 0.72896, -0.02535], [2.34960, -3.62951, -2.07828], [1.61043, 0.40517, 1.67128], [1.58792, -3.60818, 0.92893]], "nbo_charge": [-0.555, -0.258, -0.619, -0.502, -0.409, -0.109, -0.392, -0.230, -0.299, -0.205, -0.115, 0.268, -0.394, -0.398, -0.407, -0.204, -0.212, -0.719, -0.152, -0.134, 0.584, 0.051, -0.287, -0.229, -0.391, 0.651, 0.400, -0.313, 0.225, 0.245, 0.204, 0.239, 0.240, 0.217, 0.204, 0.229, 0.206, 0.189, 0.250, 0.248, 0.219, 0.208, 0.198, 0.232, 0.231, 0.223, 0.189, 0.196, 0.193, 0.189, 0.200, 0.209, 0.207, 0.189]}

***

{"formula": "C22H26N2O6", "method": "wB97M-V/def2-TZVPD", "energy_ev": -38479.594, "lumo_ev": 0.58, "de_lowest_kcal_mol": 520.0, "elements": ["O", "O", "O", "O", "O", "O", "N", "N", "C", "C", "C", "C", "C", "C", "C", "C", "C", "C", "C", "C", "C", "C", "C", "C", "C", "C", "C", "C", "C", "C", "H", "H", "H", "H", "H", "H", "H", "H", "H", "H", "H", "H", "H", "H", "H", "H", "H", "H", "H", "H", "H", "H", "H", "H", "H", "H"], "xyz": [[-2.88493, 4.12870, 1.16398], [-4.59945, 2.62429, -0.15641], [5.16549, -1.53356, -3.08090], [-1.17254, -1.30712, -1.61197], [1.73956, -0.25465, 1.78662], [-0.66879, 3.10522, 1.80618], [-1.23392, -1.99862, 0.42700], [0.91567, -2.49119, 1.48998], [-0.74770, -3.17302, -0.01540], [-3.47996, 1.98644, 0.01356], [-5.51944, 1.79244, -1.23025], [3.42579, -0.36094, -2.24605], [-1.03214, 1.11257, 0.70013], [-1.48996, 2.17540, 0.89306], [2.86460, -1.32425, 0.12568], [-3.67986, 5.06354, 0.35101], [-0.16832, -2.22948, 2.43860], [-1.80719, 0.25783, -0.15682], [3.65545, -2.42788, -0.13251], [-1.56358, -1.10262, -0.54309], [0.86724, 2.82864, 2.18517], [2.66412, -0.42011, -0.96407], [4.56474, -2.44565, -1.17607], [1.75691, -1.51173, 1.13383], [0.64828, -3.46631, 0.29353], [-2.49701, 2.84675, 0.83164], [5.26258, -0.57387, -4.10409], [-2.93273, 0.69018, -0.30186], [4.39800, -1.38545, -2.14142], [-1.28412, -1.78273, 1.77332], [1.28858, 2.54223, 1.22956], [5.34630, -3.04377, -1.17331], [-3.57824, 0.15157, -1.05573], [-1.46970, -4.14539, 0.46259], [-5.66726, 0.81784, -0.58123], [-4.89197, 4.55797, 0.71571], [1.55964, 0.29001, -0.94652], [6.05619, -0.74919, -4.76596], [-0.80879, -3.53852, -1.04426], [5.42340, 0.40134, -3.61272], [3.31761, 0.38249, -2.74993], [-1.54850, -0.95422, 1.98478], [0.75865, 1.97486, 2.78165], [0.24782, -1.46411, 3.21077], [-6.37049, 2.60416, -1.29969], [3.77030, -3.28902, 0.84623], [-4.95748, 1.48038, -2.10305], [-3.51221, 6.01375, 0.79346], [-0.18176, -3.21175, 2.89822], [0.08647, 0.86930, 0.89783], [4.19362, -0.60646, -4.69500], [1.27311, -3.31311, -0.46550], [1.00560, -4.41815, 0.91778], [-2.32856, -2.56383, 2.14759], [-3.63062, 4.94102, -0.79587], [1.15396, 3.61311, 2.55965]], "nbo_charge": [-0.514, -0.502, -0.466, -0.568, -0.747, -0.605, -0.461, -0.411, -0.220, 0.321, -0.296, -0.348, -0.259, 0.156, -0.234, -0.230, -0.264, -0.134, -0.118, 0.696, -0.199, -0.059, -0.310, 0.662, -0.205, 0.298, -0.254, -0.304, 0.388, -0.117, 0.179, 0.220, 0.190, 0.150, 0.212, 0.179, 0.226, 0.204, 0.271, 0.188, 0.195, 0.204, 0.195, 0.278, 0.235, 0.208, 0.203, 0.198, 0.214, 0.276, 0.183, 0.214, 0.218, 0.108, 0.195, 0.161]}

***

{"formula": "C22H26N4O3S", "method": "wB97M-V/def2-TZVPD", "energy_ev": -46173.872, "smiles": "O=C(C1CCC1)N1CCc2cc(S(=O)(=O)N3CCN(c4ccccn4)CC3)ccc21", "lumo_ev": 0.48, "de_lowest_kcal_mol": 72.9, "elements": ["S", "O", "O", "O", "N", "N", "N", "N", "C", "C", "C", "C", "C", "C", "C", "C", "C", "C", "C", "C", "C", "C", "C", "C", "C", "C", "C", "C", "C", "C", "H", "H", "H", "H", "H", "H", "H", "H", "H", "H", "H", "H", "H", "H", "H", "H", "H", "H", "H", "H", "H", "H", "H", "H", "H", "H"], "xyz": [[1.52076, 2.09761, -1.06984], [1.59342, 3.42967, -0.54665], [1.89007, 1.87839, -2.44072], [-4.52648, -1.14913, -1.62534], [6.68914, 0.01537, 0.50789], [4.50142, -0.54059, 0.92334], [-3.83948, -0.01141, 0.20532], [2.42801, 1.11125, -0.04130], [-7.03953, 0.16477, 0.25651], [5.68913, -0.84737, 0.30554], [-1.93180, 1.15420, 0.71141], [8.17844, -1.37916, -0.72558], [7.88341, -0.24824, 0.01167], [-7.07434, -1.82526, -0.60898], [-2.01939, 0.17223, -1.50639], [2.59078, -0.22565, -0.57001], [-8.10877, -0.70677, -0.41911], [3.23817, -1.10222, 0.50952], [-6.05294, -1.02647, 0.21728], [-4.03719, 0.45050, 1.57805], [4.32617, 0.80271, 1.43954], [-4.74733, -0.75504, -0.50016], [5.89365, -2.02973, -0.42714], [-0.68156, 1.67246, 0.46679], [-0.10934, 1.43515, -0.77408], [-2.59710, 0.40435, -0.26655], [-0.75988, 0.70288, -1.74742], [3.69388, 1.69405, 0.36911], [-2.78580, 1.26991, 1.93805], [7.14651, -2.28481, -0.94089], [-5.85834, -1.45660, 1.20057], [8.63732, 0.50065, 0.22012], [-0.14393, 2.26114, 1.19168], [9.16785, -1.54946, -1.11762], [2.58132, -1.12185, 1.38547], [-0.27021, 0.56280, -2.69810], [3.66880, 0.74917, 2.31153], [1.60129, -0.60341, -0.83529], [-8.52525, -0.29880, -1.33662], [-8.92462, -0.97870, 0.24716], [3.47870, 2.69199, 0.74956], [-4.94450, 1.05449, 1.64053], [-6.74483, -1.94978, -1.63820], [4.38183, 1.77748, -0.48447], [3.21874, -0.21493, -1.47322], [-7.29670, 0.52424, 1.25151], [5.30307, 1.19001, 1.72366], [-2.27698, 0.87001, 2.81573], [5.09797, -2.73737, -0.59327], [3.35884, -2.12014, 0.14535], [-4.14976, -0.41092, 2.24383], [-3.03083, 2.31306, 2.14221], [-2.53915, -0.39948, -2.25599], [7.32061, -3.18728, -1.50978], [-6.71719, 1.00557, -0.35553], [-7.34608, -2.79554, -0.20067]], "nbo_charge": [2.319, -0.939, -0.942, -0.604, -0.498, -0.415, -0.431, -0.674, -0.392, 0.391, 0.031, -0.316, 0.072, -0.394, -0.234, -0.251, -0.400, -0.214, -0.322, -0.203, -0.231, 0.703, -0.311, -0.186, -0.356, 0.164, -0.178, -0.251, -0.447, -0.142, 0.221, 0.190, 0.237, 0.219, 0.203, 0.246, 0.195, 0.219, 0.208, 0.203, 0.238, 0.209, 0.237, 0.191, 0.199, 0.207, 0.259, 0.225, 0.210, 0.213, 0.200, 0.226, 0.263, 0.215, 0.211, 0.207]}

***

{"formula": "C22H26N4PdS3", "method": "wB97M-V/def2-TZVPD", "energy_ev": -65167.227, "lumo_ev": [-5.58, -8.30], "de_lowest_kcal_mol": 4.6, "spin_multiplicity": 5, "charge": 2, "s2": 6.0539, "elements": ["Pd", "S", "S", "S", "N", "N", "N", "N", "C", "C", "C", "C", "C", "C", "C", "C", "C", "C", "C", "C", "C", "C", "C", "C", "C", "C", "C", "C", "C", "C", "H", "H", "H", "H", "H", "H", "H", "H", "H", "H", "H", "H", "H", "H", "H", "H", "H", "H", "H", "H", "H", "H", "H", "H", "H", "H"], "xyz": [[-0.90308, 0.65160, -1.38080], [-1.78351, 1.95630, 0.54044], [-0.04984, 2.49469, -2.55240], [-3.26851, 0.26371, -1.90120], [-1.20005, -0.00195, 2.30065], [1.31051, 0.29852, -0.94447], [-0.69089, -1.28613, -2.51978], [-0.62765, 2.16931, 2.90214], [-1.79023, -2.06551, -1.98868], [0.42743, 2.87330, 4.98568], [-0.14983, 1.80878, 4.11510], [4.07492, 2.82074, -0.85101], [-0.78276, -0.40384, 3.50727], [-0.95285, -1.85166, 3.82646], [-4.12338, -2.19662, -1.27340], [3.34994, 1.64648, -0.63305], [0.65897, -1.78948, -2.17288], [2.24557, 3.76854, -2.06471], [-0.21653, 0.47919, 4.43328], [-3.03282, -1.42375, -1.72701], [-0.83807, -1.08450, -3.98617], [-1.13880, 1.28660, 1.99635], [1.66037, -0.65709, -2.03719], [1.50004, 2.58695, -1.85828], [-1.67472, -3.42365, -1.77656], [-3.97947, -3.54563, -1.03802], [-2.75703, -4.15815, -1.29389], [3.51969, 3.88466, -1.55526], [1.47657, -0.30794, 0.39178], [2.06808, 1.51941, -1.12031], [1.02324, -2.47949, -2.93877], [-5.06827, -1.70023, -1.09468], [0.41971, 2.56260, 6.02682], [4.08639, 4.79196, -1.71120], [1.46327, 3.06009, 4.69449], [1.79543, 4.58058, -2.62137], [2.64819, -1.08887, -1.84395], [5.08830, 2.89183, -0.47807], [-0.10187, -0.36164, -4.33092], [1.50673, 0.48340, 1.13705], [-1.87069, -2.22146, 3.37429], [-0.12121, -2.41868, 3.39914], [0.62824, -0.95492, 0.60953], [2.39427, -0.89910, 0.46139], [-4.81576, -4.12558, -0.67311], [3.81138, 0.83211, -0.08890], [0.59253, -2.33725, -1.23447], [-1.83105, -0.70544, -4.20619], [-2.64465, -5.22364, -1.14186], [-0.69083, -2.03188, -4.51010], [-0.96527, -2.02829, 4.89935], [1.72873, -0.08815, -2.96427], [-0.67547, 3.15006, 2.65155], [-0.12333, 3.80914, 4.89104], [-0.75562, -3.94022, -2.01999], [0.14556, 0.13019, 5.38912]], "nbo_charge": [0.784, -0.217, 0.319, 0.254, -0.497, -0.510, -0.500, -0.514, 0.247, -0.668, 0.333, -0.091, 0.350, -0.664, -0.128, -0.278, -0.253, -0.130, -0.320, -0.310, -0.414, 0.303, -0.224, -0.313, -0.280, -0.203, -0.106, -0.207, -0.431, 0.266, 0.231, 0.248, 0.263, 0.253, 0.260, 0.250, 0.221, 0.244, 0.216, 0.221, 0.256, 0.250, 0.225, 0.206, 0.251, 0.237, 0.225, 0.231, 0.244, 0.212, 0.245, 0.224, 0.447, 0.249, 0.237, 0.256]}